The following is a quantum chemistry calculation of a molecular structure, C42H27N6O7Re, from the Open Molecules 2025 dataset.

The multiplicity is 2. The charge is +1. The expectation value of S² is 0.85. The calculation puts the calculated total energy at -2549.81786 Eh.

```
83
C42H27N6O7Re | the Open Molecules 2025 dataset | ωB97M-V/def2-TZVPD
Re 0.1327 2.6219 -1.7674
C -6.4503 -9.3023 -0.0689
O -6.7983 -8.0193 0.4325
C -6.0111 -6.9763 0.1098
C -6.4011 -5.7362 0.6251
C -5.6628 -4.6101 0.3522
C -4.5133 -4.6861 -0.4421
C -4.1337 -5.9220 -0.9491
C -4.8692 -7.0670 -0.6823
C -3.7574 -3.4643 -0.7056
N -4.0536 -2.2733 -0.2301
C -3.0922 -1.4403 -0.7224
C -2.1926 -2.1257 -1.5112
N -2.6336 -3.4253 -1.4921
C -1.0836 -1.5060 -2.1582
C -0.1497 -2.1353 -2.9981
C 0.8625 -1.3943 -3.5506
C 0.9661 -0.0326 -3.2539
N 0.1023 0.5851 -2.4606
C -0.9254 -0.1322 -1.9270
C -1.8638 0.5940 -1.1118
N -1.6391 1.9276 -0.9689
C -2.4884 2.6655 -0.2628
C -3.6105 2.1055 0.3500
C -3.8436 0.7563 0.2375
C -2.9568 -0.0320 -0.5120
H -7.2079 -9.9837 0.3044
H -5.4695 -9.6137 0.2969
H -6.4588 -9.3122 -1.1608
H -7.2916 -5.6896 1.2368
H -5.9630 -3.6500 0.7483
H -3.2490 -6.0276 -1.5665
H -4.5469 -8.0124 -1.0915
H -2.2249 -4.2115 -1.9650
H -0.2275 -3.1940 -3.2099
H 1.5961 -1.8440 -4.2037
H 1.7684 0.5680 -3.6561
H -2.2589 3.7203 -0.1954
H -4.2753 2.7465 0.9105
H -4.6971 0.2850 0.7066
O -0.0520 6.6728 -1.4643
C 0.3005 5.5512 -1.6868
O -0.5155 4.5111 -1.8197
C 1.7607 5.1802 -1.7735
C 2.6920 5.9529 -1.0889
C 4.0128 5.5632 -1.1096
C 4.4616 4.4535 -1.8048
C 3.5151 3.7244 -2.4884
C 2.1683 4.0569 -2.4761
N 3.9563 2.5506 -3.2621
O 3.1439 2.0642 -4.0296
O 5.0363 2.0814 -3.0007
N 5.0056 6.3596 -0.3466
O 6.1600 5.9923 -0.3992
O 4.5956 7.3317 0.2421
H 2.3755 6.8299 -0.5420
H 5.5057 4.1796 -1.8154
H 1.5028 3.4724 -3.1581
C 1.1749 2.0904 -0.3612
C 1.8025 1.7390 0.6911
C 2.3854 1.3927 1.8361
C 3.6139 2.0770 2.2814
C 3.8192 2.3526 3.6332
C 4.9451 3.0520 4.0370
C 5.8829 3.4649 3.1010
C 5.6928 3.1804 1.7543
C 4.5613 2.4957 1.3463
C 1.7798 0.3022 2.6329
C 0.3999 0.0883 2.5970
C -0.1652 -0.9618 3.2987
C 0.6419 -1.8137 4.0429
C 2.0133 -1.6075 4.0852
C 2.5819 -0.5528 3.3883
H 3.0843 2.0393 4.3636
H 5.0894 3.2773 5.0851
H 6.7642 4.0056 3.4190
H 6.4330 3.4883 1.0283
H 4.4111 2.2549 0.3005
H -0.2255 0.7663 2.0280
H -1.2369 -1.1124 3.2756
H 0.2010 -2.6331 4.5949
H 2.6438 -2.2705 4.6625
H 3.6529 -0.3997 3.4152
```